1.
38
Properties=species:S:1:pos:R:3:mulliken_charge:R:1 method="wB97M-V/def2-TZVPD" smiles="Nc1ccccc1SC/C=C/CSc1ccccc1N" orbital_gap_ev=8.544 de_lowest_kcal_mol=0.0 largest_force_ev_per_a=0.74 lumo_ha=0.026
N 1.0886 -2.6123 -0.3665 -0.48
C 1.5766 -2.0182 -1.4957 0.74
C 2.7549 -1.2652 -1.4655 -0.83
C 3.2894 -0.7349 -2.6205 -0.52
C 2.6699 -0.9398 -3.8446 -0.65
C 1.4995 -1.6742 -3.8962 -0.32
C 0.9516 -2.1940 -2.7382 0.07
S -0.6130 -3.0552 -2.8151 -0.15
C -1.7245 -1.5923 -3.0580 -0.88
C -1.3758 -0.5218 -2.0934 -0.08
C -1.8954 -0.4151 -0.8775 -0.43
C -1.4736 0.6103 0.1046 -0.63
H -0.8716 1.3925 -0.3576 0.36
H -2.3213 1.0441 0.6348 0.53
S -0.4096 -0.1784 1.4025 -0.23
C -0.3296 1.2015 2.5321 0.26
C 0.7816 2.0239 2.5245 -0.37
C 0.8526 3.1040 3.3852 -0.61
C -0.1990 3.3522 4.2537 -0.51
C -1.3061 2.5289 4.2703 -0.66
C -1.3949 1.4308 3.4124 0.44
N -2.5197 0.6425 3.3731 -0.47
H -3.1099 0.6607 4.1885 0.25
H -2.3847 -0.2711 2.9621 0.20
H -2.1211 2.7220 4.9531 0.29
H -0.1531 4.1939 4.9289 0.36
H 1.7196 3.7459 3.3778 0.38
H 1.5878 1.8086 1.8392 0.46
H -2.6421 -1.1210 -0.5377 0.33
H -0.6047 0.1681 -2.4118 0.30
H -2.7247 -1.9897 -2.8952 0.45
H -1.6116 -1.2647 -4.0904 0.38
H 0.9965 -1.8402 -4.8378 0.40
H 3.0924 -0.5293 -4.7487 0.40
H 4.1996 -0.1552 -2.5691 0.37
H 3.2397 -1.1054 -0.5132 0.37
H 1.3483 -2.2074 0.5173 0.24
H 0.1373 -2.9446 -0.4274 0.24



2.
16
Properties=species:S:1:pos:R:3:mulliken_charge:R:1 method="wB97M-V/def2-TZVPD" smiles="CC1=[NH+]C=N[C@@H]1C" orbital_gap_ev=10.395 de_lowest_kcal_mol=66.0 largest_force_ev_per_a=3.61 lumo_ha=-0.189 total_charge=+1
C -0.4096 0.5495 0.5220 0.61
C -2.0604 -0.5890 -0.3881 -0.17
C 0.1282 -0.6936 -0.0241 0.45
C 0.3105 1.8688 0.0461 -1.42
C 1.5402 -0.9712 0.0666 -1.23
N -1.8129 0.4814 0.2778 -0.45
N -0.8561 -1.4473 -0.4926 -0.09
H -0.0362 0.6856 1.5168 0.34
H -2.9811 -1.0635 -0.6545 0.37
H -0.2882 2.8458 0.0321 0.35
H 0.5455 1.8348 -1.0048 0.38
H 1.2395 2.0185 0.5100 0.43
H 2.0072 -0.0496 -0.0491 0.38
H 1.9148 -1.7381 -0.6928 0.37
H 1.8459 -1.2788 1.0099 0.38
H -1.0874 -2.4533 -0.6753 0.31



3.
22
Properties=species:S:1:pos:R:3:mulliken_charge:R:1 method="wB97M-V/def2-TZVPD" orbital_gap_ev=8.507 de_lowest_kcal_mol=35.5 largest_force_ev_per_a=6.38 lumo_ha=-0.025
B -1.0860 -0.3960 0.6822 0.41
C -1.8076 0.6921 2.2783 0.07
C 0.7962 1.4416 0.3395 -0.44
C 1.8636 1.9633 -0.3523 -0.76
C 1.6500 0.0426 -1.7903 -0.41
C 0.1202 0.2378 -0.0504 0.10
C 2.3241 1.2501 -1.3941 1.07
C -3.2237 -2.1044 1.2090 -1.30
C -1.8323 -1.8854 0.5900 -0.49
N -2.0234 1.4236 3.1443 -0.54
N 0.5856 -0.3997 -1.1494 -0.32
N 3.4895 1.5919 -2.1366 -0.52
H 0.3536 2.0660 1.0524 0.41
H 2.1778 2.9505 0.0167 0.33
H 2.0159 -0.5324 -2.6908 0.18
H -3.3579 -1.7816 2.2091 0.39
H -3.8907 -1.7966 0.4870 0.33
H -3.3165 -3.1502 1.2512 0.40
H -1.0411 -2.5449 1.1529 0.29
H -1.7708 -2.1206 -0.4322 0.38
H 4.0362 2.1358 -1.6539 0.21
H 3.9372 0.9164 -2.7628 0.21



4.
45
Properties=species:S:1:pos:R:3:lowdin_spin:R:1 method="wB97M-V/def2-TZVPD" spin_multiplicity=5 orbital_gap_ev="8.463 / 4.915" de_lowest_kcal_mol=32.5 largest_force_ev_per_a=4.14 lumo_ha="-0.486 / -0.642" s_squared=6.032 total_charge=+4
Pd -0.6491 0.4791 -0.6508 1.06
S 0.5962 -1.1600 -1.6833 0.44
C 1.0253 0.0956 -2.7587 0.05
N 0.9444 0.1762 -4.0727 0.01
C 0.9047 1.5664 -4.6573 0.01
C 0.4860 2.4422 -3.4954 0.02
S 1.3334 1.6686 -2.0156 0.20
H 0.8813 -0.6892 -4.6149 0.00
H 0.1896 1.4907 -5.5118 0.00
H 1.9215 1.8027 -5.0003 0.00
H -0.5830 2.2771 -3.2903 0.00
H 0.7232 3.5033 -3.6365 0.00
O -1.6487 -4.2724 -0.3463 0.00
H -0.7441 -4.2627 -0.7941 0.00
H -1.3968 -4.2842 0.6009 0.00
C 0.9889 3.1293 1.8586 0.01
C 1.4627 1.8322 2.5264 0.09
Sb 0.7190 0.0277 1.5935 0.42
C -0.2801 -0.7264 3.3597 0.31
C -1.5501 -0.0149 3.4866 0.11
C 2.3793 -1.4801 1.4143 0.22
C 3.0925 -1.6727 2.7277 0.06
H 1.4788 4.0003 2.2634 0.00
H -0.0797 3.2084 1.9917 0.00
H 1.3170 3.0136 0.7851 0.00
H 1.1562 1.8829 3.5776 0.01
H 2.5535 1.7434 2.4286 0.02
H 0.4655 -0.5856 4.1766 0.02
H -0.4596 -1.7820 3.1241 0.02
H -1.3345 1.0572 3.6628 0.01
H -2.0514 -0.3563 4.3557 0.05
H -2.1523 -0.1209 2.5746 0.01
H 3.0132 -1.1262 0.5534 0.03
H 1.7462 -2.3406 1.1095 0.00
H 3.6780 -0.7817 3.0879 0.00
H 3.7826 -2.5770 2.8067 0.03
H 2.3499 -1.8655 3.5041 0.01
N -3.1829 -1.7271 -1.3745 0.03
C -3.1627 -0.3904 -1.5593 0.07
N -3.5480 0.0598 -2.7763 0.04
S -2.9309 0.7886 -0.2965 0.64
H -3.2007 -2.3867 -2.1671 0.00
H -2.8066 -2.0953 -0.5046 0.00
H -3.8935 -0.6113 -3.4713 0.00
H -3.5340 1.0638 -2.8921 0.00



5.
20
Properties=species:S:1:pos:R:3:mulliken_charge:R:1 method="wB97M-V/def2-TZVPD" smiles="C/C=C/C[C@H]([NH3+])C=O" orbital_gap_ev=9.561 de_lowest_kcal_mol=23.4 largest_force_ev_per_a=1.34 lumo_ha=-0.135 total_charge=+1
O -0.9780 3.2295 0.0236 -0.48
C -0.4062 2.2032 0.2760 0.06
C -0.9511 0.9139 -0.3570 -0.02
C 0.0900 0.0071 -1.0456 -0.85
C 0.9327 -0.6285 0.0187 -0.60
C 0.8748 -1.8123 0.5965 0.07
C 1.8948 -2.2114 1.6251 -1.18
N -2.0971 1.2737 -1.2919 -0.24
H 0.4722 2.1530 0.9337 0.42
H -1.3857 0.3943 0.5431 0.31
H -0.4247 -0.5880 -1.8335 0.49
H 0.8326 0.5622 -1.6444 0.32
H 1.6942 0.0757 0.3727 0.33
H 0.1217 -2.5930 0.4048 0.33
H 1.5808 -3.0297 2.3010 0.34
H 2.7646 -2.7438 1.2142 0.30
H 2.1623 -1.3256 2.2161 0.32
H -2.1527 2.3038 -1.3713 0.37
H -2.0419 0.7174 -2.1582 0.36
H -2.9833 1.0985 -0.8234 0.36



6.
58
Properties=species:S:1:pos:R:3:mulliken_charge:R:1 method="wB97M-V/def2-TZVPD" orbital_gap_ev=4.492 de_lowest_kcal_mol=128.1 largest_force_ev_per_a=1.47 lumo_ha=-0.064
O -3.0031 -0.2047 2.6833 -0.40
C -1.8833 -0.2171 2.1242 0.00
C -1.1552 -1.4568 1.8314 -0.54
C 0.2094 -1.4566 1.7200 -0.19
C 0.9163 -0.2321 1.6967 -0.09
N 2.3358 -0.2344 1.6962 0.94
O 2.9373 0.8642 1.6996 -0.66
O 2.9410 -1.3302 1.6994 -0.66
C 0.2210 0.9989 1.7061 -0.22
C -1.1441 1.0116 1.8083 -0.74
H -1.7162 -2.3885 1.8278 0.41
H 0.7720 -2.3842 1.6570 0.42
H 0.7917 1.9212 1.6390 0.41
H -1.6954 1.9487 1.7840 0.38
C -1.9720 0.3020 6.3152 -1.88
C -3.0531 -0.6563 6.0613 0.26
N -2.9322 -1.9613 6.4062 0.31
C -1.7880 -2.5233 7.1026 -0.94
C -4.1029 -2.6605 6.1048 0.10
C -5.0380 -1.7286 5.5841 1.03
C -6.3489 -2.1528 5.4002 -0.04
C -6.6634 -3.5059 5.5851 -0.92
C -5.7052 -4.4180 6.0588 -0.73
C -4.4030 -3.9908 6.3613 -1.09
C -4.3414 -0.4409 5.4939 1.89
C -4.8285 0.7897 5.0578 -1.05
C -6.0450 1.0246 4.3852 0.56
C -6.9877 2.0482 4.6769 -0.31
C -6.9570 3.0730 5.7324 -1.69
N -8.0884 1.8638 3.9034 0.22
C -9.3073 2.6439 4.0169 -0.95
C -7.9082 0.7793 3.0428 -0.06
C -6.6162 0.2521 3.2934 0.72
C -6.1687 -0.8306 2.5444 0.40
C -7.0394 -1.4176 1.6203 -0.94
C -8.3378 -0.9158 1.4278 -0.61
C -8.7922 0.2101 2.1337 -1.09
H -2.2814 1.2780 5.9371 0.36
H -1.7477 0.3873 7.3902 0.42
H -1.0412 0.0073 5.8088 0.40
H -1.9897 -3.5803 7.2832 0.34
H -0.8709 -2.4192 6.5075 0.32
H -1.6333 -2.0173 8.0665 0.31
H -7.1109 -1.4315 5.1130 0.44
H -7.6745 -3.8518 5.3669 0.41
H -5.9845 -5.4615 6.2052 0.38
H -3.6437 -4.6565 6.7726 0.27
H -4.2134 1.6627 5.2886 0.39
H -5.9905 3.0060 6.2368 0.34
H -7.0851 4.0888 5.3337 0.38
H -7.7524 2.9139 6.4750 0.39
H -10.0221 2.2581 3.2879 0.33
H -9.7389 2.5576 5.0249 0.32
H -9.1136 3.7051 3.8140 0.30
H -5.1396 -1.1597 2.6663 0.59
H -6.6997 -2.2766 1.0408 0.42
H -8.9948 -1.4112 0.7133 0.39
H -9.7819 0.6402 1.9887 0.24



7.
66
Properties=species:S:1:pos:R:3:lowdin_spin:R:1 method="wB97M-V/def2-TZVPD" spin_multiplicity=5 orbital_gap_ev="7.414 / 8.276" de_lowest_kcal_mol=0.0 largest_force_ev_per_a=0.54 lumo_ha="-0.235 / -0.204" s_squared=6.203 total_charge=+2
Mn -0.2659 0.1894 0.1295 4.10
N 1.4119 -3.6780 0.1961 0.00
C 0.5481 -4.0454 1.2072 0.00
C -0.1527 -2.9267 1.5218 0.01
N 0.2713 -1.8821 0.7289 0.04
C 1.2108 -2.3743 -0.0549 0.01
C 1.8722 -1.4979 -1.0145 0.01
N 1.4520 -0.2551 -1.1452 0.03
C 2.2907 0.3433 -2.0639 0.00
C 3.2131 -0.5591 -2.4819 0.00
N 2.9350 -1.7267 -1.8023 0.00
H 2.0606 -4.2964 -0.2631 0.00
H 0.5154 -5.0466 1.5992 0.00
H -0.9060 -2.8056 2.2801 0.00
H 2.1738 1.3681 -2.3710 0.00
H 4.0243 -0.4841 -3.1841 0.00
H 3.4575 -2.5833 -1.8900 0.00
C 3.9485 4.9063 1.5973 0.00
C 3.3339 4.5928 2.8045 0.00
C 2.4081 3.5636 2.8691 0.00
C 2.0958 2.8483 1.7107 -0.01
C 2.7144 3.1627 0.5051 0.00
C 3.6413 4.1934 0.4480 0.00
P 0.8169 1.5962 1.7830 -0.06
C 1.0800 0.5990 3.2703 0.00
C 2.3713 0.3059 3.7013 0.00
C 2.5638 -0.5414 4.7845 0.00
C 1.4731 -1.1001 5.4360 0.00
C 0.1836 -0.8094 5.0072 0.00
C -0.0130 0.0320 3.9229 0.00
C -0.8095 2.3057 1.8480 0.01
C -1.3739 3.3743 2.5365 -0.01
C -2.6925 3.6944 2.2591 0.03
C -3.4166 2.9748 1.3034 -0.01
C -2.8436 1.9219 0.6017 0.00
C -1.5252 1.5879 0.8923 -0.16
H 4.6725 5.7091 1.5540 0.00
H 3.5800 5.1511 3.6977 0.00
H 1.9419 3.3160 3.8154 0.00
H 2.4729 2.6048 -0.3907 0.00
H 4.1223 4.4394 -0.4892 0.00
H 3.2286 0.7472 3.2070 0.00
H 3.5685 -0.7538 5.1253 0.00
H 1.6257 -1.7490 6.2883 0.00
H -0.6675 -1.2231 5.5323 0.00
H -1.0220 0.2834 3.6149 0.00
H -0.8030 3.9472 3.2572 0.00
H -3.1678 4.5182 2.7744 0.00
H -4.4423 3.2537 1.0972 0.00
H -3.4143 1.4015 -0.1564 0.00
N -3.0089 -1.6330 0.5153 0.01
C -2.7462 -1.2823 -0.7611 0.01
N -1.7727 -0.4714 -1.1034 0.00
C -1.7960 -0.2162 -2.4951 0.00
C -1.0076 0.6956 -3.1825 0.00
C -1.1761 0.8205 -4.5501 0.00
C -2.1196 0.0517 -5.2338 0.00
C -2.9306 -0.8375 -4.5530 0.00
C -2.7593 -0.9484 -3.1793 0.00
S -3.6874 -1.9118 -2.0616 0.00
H -2.6829 -1.0188 1.2463 0.00
H -3.8614 -2.1300 0.7160 0.00
H -0.3010 1.3257 -2.6613 0.00
H -0.5774 1.5361 -5.0974 0.00
H -2.2351 0.1669 -6.3026 0.00
H -3.6849 -1.4109 -5.0750 0.00



8.
102
Properties=species:S:1:pos:R:3:mulliken_charge:R:1 method="wB97M-V/def2-TZVPD" orbital_gap_ev=7.143 de_lowest_kcal_mol=0.7 largest_force_ev_per_a=0.61 lumo_ha=-0.107 total_charge=+1
In 0.8695 -0.5506 0.2994 2.02
C -3.7186 -0.3614 -1.8107 -0.50
N -2.8584 -1.3779 -2.4015 0.13
C -3.3858 -2.0211 -3.5950 -1.04
C -1.6208 -1.5584 -1.9165 0.70
O -1.1845 -0.8585 -1.0007 0.39
C -0.7908 -2.6928 -2.5291 -2.26
O 0.4108 -2.9225 -1.8427 0.00
C 0.4610 -4.0761 -1.0369 -1.93
C 0.1139 -3.7478 0.4113 0.77
O -0.0949 -2.5693 0.7381 0.06
N 0.0174 -4.7502 1.2776 0.20
C -0.2374 -4.4914 2.6910 -0.87
C 0.3632 -6.1261 0.9413 -0.90
H -4.7396 -0.7404 -1.7871 0.49
H -3.7024 0.5602 -2.3969 0.01
H -3.3851 -0.1438 -0.8022 0.06
H -4.3737 -2.4300 -3.3825 0.33
H -2.7495 -2.8286 -3.9392 0.43
H -3.4816 -1.2931 -4.4036 0.32
H -0.5391 -2.4257 -3.5595 0.53
H -1.4027 -3.5987 -2.5607 0.60
H 1.4780 -4.4705 -1.0754 0.48
H -0.2197 -4.8443 -1.4151 0.63
H -0.3999 -3.4308 2.8439 0.10
H 0.6276 -4.8087 3.2739 0.33
H -1.1144 -5.0573 3.0070 0.38
H 0.0812 -6.3760 -0.0778 0.33
H -0.1842 -6.7882 1.6090 0.36
H 1.4325 -6.2953 1.0788 0.25
C 3.4711 -4.2041 4.0805 -0.82
S 3.4542 -4.5700 2.3181 -0.04
C 2.9647 -3.0361 1.6017 0.53
S 2.2466 -1.8054 2.4999 -0.56
N 3.2247 -3.0234 0.3159 -1.18
N 2.7740 -1.9332 -0.3616 0.67
C 3.3237 -1.7161 -1.4891 -1.12
C 2.6687 -0.8120 -2.4308 1.03
C 3.1363 -0.7055 -3.7285 -1.02
C 2.3558 -0.0518 -4.6731 -0.72
C 1.1296 0.4495 -4.2856 -1.41
C 0.7557 0.3370 -2.9507 -0.51
N 1.5146 -0.2487 -2.0323 0.54
H 3.7940 -5.1260 4.5622 0.41
H 4.1837 -3.4120 4.2955 0.33
H 2.4875 -3.9201 4.4451 0.18
H 4.1611 -2.3300 -1.8086 0.42
H 4.0787 -1.1644 -3.9946 0.53
H 2.6941 0.0390 -5.6968 0.47
H 0.4675 0.9391 -4.9852 0.58
H -0.1874 0.7360 -2.6118 1.11
C 2.4886 1.2231 3.4542 -2.02
C 1.5302 2.2695 2.8814 2.96
C 0.9345 3.0395 4.0773 -1.95
C 2.4114 3.2582 2.1044 -2.12
Si 0.0874 1.5372 1.7981 -2.31
C -0.6212 2.8871 0.6192 2.61
C -1.8578 2.3673 -0.1261 -1.99
C -1.0303 4.1737 1.3570 -1.88
C 0.4228 3.2923 -0.4322 -1.73
C -1.2790 0.6855 2.8824 2.92
C -0.6644 -0.1576 4.0077 -1.92
C -2.1762 -0.2543 2.0651 -1.74
C -2.2115 1.7332 3.5178 -1.84
H 3.2234 1.7371 4.0826 0.64
H 3.0360 0.7020 2.6709 0.31
H 1.9958 0.4762 4.0745 0.36
H 1.7613 3.4628 4.6570 0.58
H 0.3714 2.3970 4.7512 0.33
H 0.2907 3.8667 3.7799 0.32
H 3.2422 3.5568 2.7511 0.65
H 1.8837 4.1682 1.8280 0.39
H 2.8430 2.8154 1.2036 0.29
H -2.7082 2.2386 0.5453 0.44
H -1.6673 1.4211 -0.6355 0.25
H -2.1500 3.1020 -0.8837 0.61
H -1.8330 4.0165 2.0754 0.30
H -1.3902 4.8973 0.6170 0.56
H -0.1954 4.6414 1.8756 0.35
H 0.8898 2.4336 -0.9253 0.09
H 1.2059 3.9187 -0.0185 0.28
H -0.0813 3.8728 -1.2044 0.48
H -0.0206 -0.9519 3.6241 0.10
H -1.4742 -0.6340 4.5709 0.59
H -0.0846 0.4320 4.7153 0.29
H -1.6253 -1.0673 1.5932 -0.02
H -2.7321 0.2746 1.2926 0.08
H -2.9070 -0.7119 2.7415 0.72
H -1.6875 2.4764 4.1163 0.28
H -2.9174 1.2194 4.1790 0.55
H -2.8030 2.2570 2.7665 0.40
C -1.4687 5.0179 -5.1772 -0.29
C -2.4061 4.0769 -4.7796 -0.84
C -2.0041 3.0742 -3.9121 0.22
N -0.7648 2.9554 -3.4333 0.32
C 0.1235 3.8676 -3.8277 -0.13
C -0.1759 4.9107 -4.6909 -0.99
H -1.7417 5.8205 -5.8494 0.39
H -3.4293 4.1205 -5.1265 0.46
H -2.7189 2.3300 -3.5721 0.00
H 1.1251 3.7648 -3.4216 0.49
H 0.5894 5.6222 -4.9683 0.41